# C10H16

2 unconnected molecules or ions with the total composition C10H16 at a distorted geometry (ωB97M-V with the def2-TZVPD basis set, the Open Molecules 2025 dataset).

Its total charge is 0. The HOMO energy is -0.3228 Ha. Its SMILES is Cc1ccccc1.CCC. The value obtained for the orbital gap is 9.746 eV.

Each line ends with the Mulliken charge.
Positions of all 26 atoms, in Å:
C -2.84 -0.41 -0.25  -1.23
C -1.40 -0.75 -0.03  1.20
C -0.56 -0.96 -1.14  -0.60
C 0.73 -1.41 -0.87  -0.04
C 1.15 -1.77 0.41  -0.66
C 0.20 -1.64 1.45  -0.56
C -1.03 -1.02 1.27  -0.57
H -3.67 -1.24 -0.29  0.31
H -2.84 0.34 -1.15  0.24
H -3.41 0.02 0.76  0.27
H -0.80 -0.76 -2.22  0.22
H 1.50 -1.42 -1.68  0.33
H 2.14 -2.18 0.52  0.40
H 0.62 -1.98 2.43  0.27
H -1.74 -0.73 2.02  0.38
C 0.95 3.15 -0.97  -1.26
C 0.88 1.69 -0.46  0.72
C 1.68 1.58 0.74  -1.26
H 1.94 3.39 -1.28  0.36
H 0.74 3.73 -0.06  0.28
H 0.06 3.11 -1.65  0.36
H -0.26 1.38 -0.33  -0.13
H 1.23 0.94 -1.29  0.04
H 1.63 2.38 1.44  0.44
H 1.57 0.61 1.40  0.15
H 2.72 1.66 0.44  0.34

---

# C4H7NO2

A single C4H7NO2 molecule at a distorted geometry (ωB97M-V with the def2-TZVPD basis set, the Open Molecules 2025 dataset).

Its total charge is 0. The HOMO energy is -0.3318 Ha. Its SMILES is C/C(=N\O)[C@H]1CO1. The value obtained for the orbital gap is 9.949 eV.

Each line ends with the Mulliken charge.
Positions of all 14 atoms, in Å:
C 0.75 0.96 1.23  -0.96
C 0.10 0.00 0.32  0.47
N -0.34 -1.14 0.69  -0.50
O 0.21 -1.43 1.96  -0.40
C -0.30 0.57 -0.99  0.25
C -0.35 -0.39 -2.09  -0.52
O -1.54 0.15 -1.53  -0.42
H 1.35 0.56 2.05  0.28
H 1.18 1.87 0.79  0.29
H -0.42 0.95 1.43  0.28
H -0.31 -2.19 2.25  0.35
H -0.05 1.62 -1.18  0.34
H -0.11 -0.08 -3.10  0.28
H -0.16 -1.43 -1.82  0.27

---

# C27H22N3O4ReS

A molecular structure, C27H22N3O4ReS (ωB97M-V with the def2-TZVPD basis set, the Open Molecules 2025 dataset).

Its total charge is +1. The spin multiplicity is 2. The HOMO energy (alpha / beta) is -0.4105 / -0.4110 Ha. The expectation value of S² is 1.087. The value obtained for the orbital gap (alpha / beta) is 6.589 / 6.807 eV.

Each line ends with the Mulliken charge.
Positions of all 58 atoms, in Å:
Re -0.17 0.03 -0.21  1.17
O 1.21 -0.26 1.08  -0.48
C 1.73 0.57 2.00  0.51
C 2.89 0.15 2.65  -0.43
C 3.49 0.97 3.59  -0.54
C 2.94 2.22 3.90  -0.75
C 1.79 2.63 3.27  -0.87
C 1.17 1.83 2.30  0.57
C -0.07 2.30 1.73  -0.11
N -0.73 1.69 0.80  0.57
N -2.01 2.22 0.53  -0.95
C -2.62 1.42 -0.28  0.45
O -2.03 0.30 -0.74  -0.48
C -4.04 1.60 -0.61  0.40
C -4.68 2.82 -0.36  -0.41
C -6.02 2.96 -0.63  -0.63
C -6.75 1.89 -1.14  -0.39
C -6.12 0.68 -1.39  -0.65
C -4.77 0.53 -1.13  -0.28
H 3.31 -0.81 2.39  0.49
H 4.39 0.64 4.08  0.43
H 3.41 2.84 4.65  0.43
H 1.35 3.59 3.52  0.42
H -0.51 3.21 2.13  0.47
H -4.10 3.64 0.05  0.44
H -6.51 3.90 -0.44  0.40
H -7.80 2.00 -1.34  0.40
H -6.69 -0.15 -1.79  0.41
H -4.27 -0.41 -1.32  0.46
O 7.25 -1.33 -2.17  -0.46
C 6.55 -0.74 -1.18  0.65
O 7.03 -0.59 -0.10  -0.52
C 5.15 -0.28 -1.50  0.62
C 4.37 -0.86 -2.49  -0.65
C 3.05 -0.46 -2.66  -0.80
C 2.52 0.53 -1.83  -0.09
S 0.81 1.04 -1.97  -0.36
C 3.32 1.15 -0.88  -0.40
C 4.63 0.73 -0.71  -0.50
H 6.79 -1.28 -3.01  0.31
H 4.75 -1.65 -3.13  0.29
H 2.43 -0.92 -3.42  0.50
H 2.92 1.95 -0.27  0.61
H 5.26 1.17 0.06  0.49
N 0.17 -2.02 -0.88  -0.42
C -1.03 -2.70 -0.43  0.21
C -1.19 -2.89 0.93  0.01
C -2.37 -3.46 1.39  -0.75
C -3.36 -3.83 0.50  -0.55
C -3.18 -3.63 -0.87  -0.58
C -2.01 -3.06 -1.34  -0.50
H 0.33 -2.13 -1.88  0.36
H 1.00 -2.37 -0.40  0.32
H -0.40 -2.61 1.62  0.47
H -2.50 -3.62 2.45  0.43
H -4.27 -4.28 0.86  0.42
H -3.95 -3.92 -1.56  0.44
H -1.87 -2.90 -2.40  0.36

---

# C5H7Cl4IO3

2 unconnected molecules or ions with the total composition C5H7Cl4IO3 at a distorted geometry (ωB97M-V with the def2-TZVPD basis set, the Open Molecules 2025 dataset).

Its total charge is 0. The HOMO energy is -0.3575 Ha. Its SMILES is C[C@@H](I)COC(=O)O.ClC(Cl)(Cl)Cl. The value obtained for the orbital gap is 9.808 eV.

Each line ends with the Mulliken charge.
Positions of all 20 atoms, in Å:
C -1.33 -1.88 0.51  -1.21
C -0.30 -0.75 0.62  -0.34
I -0.04 0.09 -1.37  0.13
C -0.74 0.41 1.51  -0.45
O -0.38 0.31 2.89  -0.38
C -0.32 -0.95 3.41  0.67
O -1.27 -1.66 3.65  -0.50
O 0.95 -1.32 3.70  -0.45
H -2.32 -1.47 0.36  0.33
H -1.30 -2.50 1.40  0.39
H -1.07 -2.50 -0.33  0.40
H 0.68 -1.14 0.88  0.37
H -1.82 0.54 1.40  0.31
H -0.28 1.33 1.16  0.39
H 1.53 -0.65 3.35  0.38
Cl 0.27 1.27 -4.80  -0.11
C 1.60 2.43 -4.63  0.37
Cl 2.39 2.21 -3.06  -0.10
Cl 2.78 2.16 -5.91  -0.10
Cl 0.96 4.07 -4.74  -0.09